(1)
14
Properties=species:S:1:pos:R:3:forces:R:3:nbo_charge:R:1 method="wB97M-V/def2-TZVPD" homo_lumo_gap_ev=9.47 de_lowest_ev=3.146
O 1.21773 0.36836 1.94776 0.162 -0.345 -0.023 -0.670
C 0.78403 -0.80548 1.51233 -0.234 0.416 0.001 0.277
C -0.59304 -0.55880 0.92713 -0.027 -0.166 0.040 -0.599
C -0.31176 -0.18199 -0.52054 0.077 -0.074 -0.181 0.030
C -0.23101 1.29163 -0.81260 0.026 0.047 -0.028 -0.648
C -0.07578 -1.11836 -1.43841 -0.032 0.055 0.076 -0.393
H 2.12329 0.23825 2.26711 -0.138 0.067 -0.017 0.500
H -1.13190 0.25158 1.43765 0.117 -0.102 -0.049 0.215
H -1.17594 -1.48233 0.97714 0.111 0.133 -0.025 0.230
H -1.23037 1.74470 -0.79225 0.132 -0.075 0.038 0.219
H 0.21318 1.48331 -1.79398 -0.085 -0.048 0.135 0.216
H 0.36812 1.80279 -0.04975 -0.075 -0.075 -0.126 0.223
H -0.12722 -2.17705 -1.19663 0.002 0.168 -0.005 0.203
H 0.17066 -0.85662 -2.46496 -0.036 -0.002 0.164 0.197

(2)
35
Properties=species:S:1:pos:R:3:forces:R:3:nbo_charge:R:1 method="wB97M-V/def2-TZVPD" homo_lumo_gap_ev=8.36 de_lowest_ev=0.000 smiles="COCCCNC(=S)NNC(=O)c1ccccc1Br"
C -2.12890 0.10172 1.14782 -0.112 -0.046 0.159 -0.246
O -1.50854 0.13428 -0.11077 0.119 -0.144 -0.308 -0.579
C -2.31460 0.75735 -1.10126 -0.044 0.263 -0.197 -0.062
C -1.58514 0.80375 -2.44113 -0.099 -0.351 0.347 -0.435
C -1.33316 -0.58713 -3.02577 -0.211 0.259 -0.279 -0.223
N -0.35799 -1.28582 -2.22545 0.456 0.047 0.548 -0.610
C 0.87361 -1.58770 -2.65956 -0.427 -0.250 0.033 0.284
S 1.30136 -1.73546 -4.24010 0.324 0.020 -0.600 -0.248
N 1.79715 -1.92845 -1.68857 0.271 0.181 0.541 -0.453
N 1.67263 -1.42700 -0.39514 -0.221 -0.656 -0.285 -0.476
C 1.80192 -0.08782 -0.13385 0.113 0.025 -0.189 0.639
O 2.09595 0.70763 -0.99300 0.099 -0.098 -0.075 -0.569
C 1.57644 0.26954 1.29679 -0.013 0.262 0.148 -0.123
C 1.99676 -0.57846 2.31978 -0.051 0.061 -0.034 -0.197
C 1.81537 -0.23662 3.64699 -0.022 -0.029 0.078 -0.218
C 1.20576 0.96431 3.97421 0.052 -0.104 -0.022 -0.183
C 0.79420 1.82522 2.97433 -0.018 0.048 -0.143 -0.240
C 0.98826 1.48451 1.64350 -0.051 0.027 -0.099 -0.057
Br 0.39989 2.71034 0.32969 -0.077 0.276 0.243 0.104
H -1.43855 -0.38705 1.83456 -0.046 0.028 0.045 0.193
H -3.06807 -0.46358 1.11039 0.022 0.012 0.026 0.172
H -2.34277 1.11467 1.50782 0.031 0.000 0.003 0.176
H -3.25814 0.19827 -1.20106 0.039 0.071 0.017 0.166
H -2.55219 1.78058 -0.77804 -0.022 -0.080 0.038 0.179
H -0.62981 1.31376 -2.30873 0.031 0.060 -0.053 0.231
H -2.19215 1.38438 -3.13536 -0.052 0.043 -0.026 0.220
H -2.26309 -1.16613 -3.04514 0.028 0.059 -0.093 0.189
H -0.94149 -0.51519 -4.04329 -0.121 -0.072 0.147 0.247
H -0.49141 -1.13741 -1.23089 0.151 -0.081 -0.049 0.418
H 2.74700 -1.96125 -2.04649 -0.256 0.050 0.099 0.409
H 1.29861 -2.06399 0.29506 0.069 0.160 -0.154 0.395
H 2.50076 -1.50105 2.07193 0.046 -0.076 -0.022 0.219
H 2.15334 -0.90408 4.42459 0.040 -0.056 0.066 0.222
H 1.05856 1.23622 5.00806 -0.012 0.029 0.096 0.223
H 0.32841 2.76767 3.21808 -0.039 0.061 -0.006 0.233

Calculated LUMO level, 0.8917 0.3091 eV (same order as the records).